Record 1
22
Properties=species:S:1:pos:R:3:lowdin_charge:R:1 method="wB97M-V/def2-TZVPD" lumo_ev=-5.4 gap_ev=8.313 total_charge=+1 e_homo_ev=-13.67
Na 2.657 1.678 0.537 0.82
F 0.908 1.805 1.256 0.04
F -0.963 1.979 -0.041 0.21
F 0.823 3.117 -0.581 0.13
O 1.505 -0.509 -2.949 0.19
O 1.270 -2.531 -2.004 0.25
O 1.899 1.714 -2.838 0.22
N -2.538 -1.173 0.294 0.17
C 1.444 0.743 -2.374 -0.39
C 0.741 0.704 -0.989 0.05
C -1.585 -0.051 2.245 -0.03
C 1.114 -1.382 -1.918 -0.36
C 0.544 -0.613 -0.711 0.00
C 0.354 1.904 -0.052 -0.44
C -1.482 -0.886 0.925 -0.39
C -0.051 -1.360 0.494 -0.04
H -0.726 -0.330 2.901 0.08
H -2.531 -0.342 2.749 0.09
H 0.673 -1.329 1.337 0.13
H -1.640 1.040 2.057 0.07
H -0.144 -2.428 0.181 0.14
H -2.272 -1.750 -0.519 0.08

=====

Record 2
61
Properties=species:S:1:pos:R:3:lowdin_charge:R:1 method="wB97M-V/def2-TZVPD" lumo_ev=0.7 gap_ev=8.778 de_lowest_ev=1.564 e_homo_ev=-8.11
O -3.024 1.077 1.431 -0.09
O 2.172 -0.956 -2.130 0.04
O 3.641 3.129 0.714 0.05
O -5.112 -0.295 0.097 -0.11
N 1.636 4.080 0.428 0.09
N 1.582 -2.177 1.946 0.11
N 0.493 1.658 -0.390 -0.12
N 3.702 -0.915 -0.483 -0.09
C 0.020 2.908 -0.926 -0.14
C -0.415 -3.071 0.251 -0.06
C 0.306 -1.948 2.215 -0.16
C -4.254 1.726 1.666 -0.07
C 2.830 -0.316 -1.325 -0.45
C 2.467 3.023 0.403 -0.44
C -1.521 0.327 -0.210 -0.14
C 3.887 -2.348 -0.589 -0.15
C 2.729 1.196 -1.266 -0.02
C 3.347 -3.127 0.618 -0.12
C -1.214 -0.380 -1.364 -0.04
C -2.834 0.375 0.265 -0.16
C 0.239 4.060 0.063 -0.15
C -6.144 -0.942 -0.603 -0.08
C -3.515 -1.001 -1.594 -0.03
C -0.415 1.025 0.543 -0.10
C -3.843 -0.318 -0.431 -0.19
C 4.444 -0.273 0.578 -0.03
C 0.915 -3.321 -0.032 -0.01
C -2.211 -1.030 -2.058 -0.08
C -0.735 -2.380 1.410 -0.07
C 1.887 -2.862 0.851 -0.29
C 1.896 1.679 -0.052 -0.20
H -0.851 1.725 1.268 0.12
H 2.035 4.946 0.765 0.15
H 4.006 -0.521 1.549 0.09
H -1.038 2.807 -1.169 0.13
H -6.280 -0.523 -1.605 0.10
H -5.023 1.030 2.006 0.09
H -7.046 -0.770 -0.016 0.09
H -4.610 2.247 0.774 0.10
H 3.722 1.645 -1.242 0.12
H -1.193 -3.412 -0.415 0.11
H 0.570 3.123 -1.847 0.13
H 4.458 0.807 0.476 0.07
H 2.222 1.512 -2.178 0.13
H -4.051 2.454 2.453 0.09
H -1.759 -2.168 1.672 0.11
H -4.278 -1.531 -2.142 0.10
H 2.068 0.988 0.780 0.15
H 1.200 -3.860 -0.922 0.12
H -0.191 -0.410 -1.704 0.10
H -0.028 5.018 -0.391 0.12
H 0.117 -1.397 3.128 0.11
H -0.387 3.915 0.953 0.11
H -5.967 -2.020 -0.680 0.10
H 3.896 -2.856 1.520 0.11
H 3.499 -4.191 0.425 0.12
H 4.958 -2.556 -0.700 0.12
H 3.365 -2.662 -1.495 0.11
H 5.474 -0.637 0.560 0.10
H -1.980 -1.575 -2.960 0.11
H 0.138 0.269 1.107 0.11

=====

Record 3
25
Properties=species:S:1:pos:R:3:lowdin_charge:R:1 method="wB97M-V/def2-TZVPD" lumo_ev="-5.6 / -5.9" gap_ev="7.872 / 7.512" de_lowest_ev=2.513 total_charge=+1 e_homo_ev="-13.45 / -13.45"
N -0.696 -0.688 1.638 0.11
N -1.152 -1.731 -2.840 0.20
N 0.064 -1.360 0.782 0.10
N 0.302 -0.657 -1.454 0.13
N -1.125 -2.279 -0.563 0.25
N -1.398 1.652 1.651 0.24
C -0.608 -1.518 -1.642 -0.51
C 0.595 0.899 0.472 -0.40
C 1.729 1.300 1.462 0.01
C 0.796 -0.458 -0.135 -0.27
C 0.500 1.807 -0.767 -0.03
C -0.751 0.684 1.214 -0.32
H -1.965 -1.756 -0.388 0.09
H 0.947 2.744 -0.639 0.06
H 2.080 0.393 1.912 0.07
H 1.386 2.014 2.291 0.13
H -0.747 -1.183 -3.556 0.12
H -1.570 -1.123 2.071 0.22
H -1.535 -2.578 -3.120 0.10
H 0.426 -2.169 1.260 0.19
H 1.126 1.354 -1.610 0.11
H 1.777 -0.780 -0.019 0.15
H 2.536 1.714 0.864 0.09
H -2.200 1.663 2.224 0.07
H -0.518 2.054 -1.109 0.10

=====

Record 4
50
Properties=species:S:1:pos:R:3:lowdin_charge:R:1 method="wB97M-V/def2-TZVPD" lumo_ev=0.5 gap_ev=8.064 de_lowest_ev=0.418 e_homo_ev=-7.51
O 4.900 -1.276 -0.587 -0.13
O -5.547 -1.004 0.098 0.05
N 0.226 1.641 1.810 0.17
N -3.433 -1.653 0.514 0.14
N 2.107 -1.469 -0.220 -0.10
N -3.908 0.404 -0.535 0.14
N 1.128 2.539 -0.023 -0.03
C -0.150 -1.441 -1.165 -0.01
C -2.659 1.033 -0.419 -0.27
C 2.079 3.223 -0.851 -0.01
C -1.182 -1.993 1.335 -0.02
C 0.181 -1.951 1.149 -0.02
C -1.517 -1.488 -0.980 -0.03
C -2.050 -1.715 0.283 -0.28
C -0.139 2.138 -0.376 -0.17
C 4.029 -0.273 -1.049 -0.20
C -4.356 -0.762 0.034 -0.55
C 1.278 2.212 1.301 -0.35
C 2.526 2.496 2.047 0.00
C -0.861 2.210 -1.555 -0.02
C -2.120 1.646 -1.560 -0.04
C -0.691 1.567 0.795 -0.21
C 2.645 -0.829 -1.400 -0.15
C -1.972 1.035 0.785 0.05
C 4.362 -1.911 0.551 -0.19
C 0.728 -1.638 -0.099 -0.23
C 2.993 -2.518 0.247 -0.13
H 2.745 -1.532 -2.244 0.13
H 2.759 3.560 2.017 0.08
H -0.463 2.674 -2.445 0.10
H -4.630 0.899 -1.039 0.15
H 0.831 -2.117 1.993 0.11
H 4.505 0.165 -1.929 0.13
H 0.228 -1.253 -2.158 0.11
H -3.837 -2.370 1.100 0.16
H 4.262 -1.183 1.371 0.13
H 1.994 -0.004 -1.691 0.12
H 2.586 -2.983 1.142 0.12
H 3.913 0.498 -0.271 0.10
H 5.077 -2.684 0.835 0.13
H 3.114 -3.293 -0.530 0.14
H 3.070 2.779 -0.742 0.08
H 1.772 3.143 -1.892 0.09
H -2.178 -1.334 -1.819 0.13
H -2.401 0.617 1.679 0.13
H 3.367 1.951 1.617 0.07
H 2.393 2.186 3.078 0.08
H -1.584 -2.206 2.315 0.12
H 2.140 4.282 -0.584 0.10
H -2.706 1.658 -2.467 0.11

=====

Record 5
129
Properties=species:S:1:pos:R:3:lowdin_charge:R:1 method="wB97M-V/def2-TZVPD" lumo_ev=-1.7 gap_ev=8.675 de_lowest_ev=0.000 e_homo_ev=-10.37
S 6.613 1.666 1.055 0.51
S 4.223 -1.330 -2.873 0.54
S -0.644 -0.362 0.774 0.49
S 2.197 2.954 -4.352 0.54
S -4.044 -2.552 2.464 0.56
S 1.557 -5.484 -1.083 0.55
S -4.651 0.244 -1.660 0.57
O -2.251 2.125 5.573 0.11
O 1.081 1.936 -4.003 -0.28
O 3.394 -1.319 -1.681 -0.31
O -4.829 -3.579 1.551 -0.27
O -4.990 5.332 4.912 0.13
O -1.756 5.216 0.711 0.12
O 2.752 1.950 3.746 0.09
O -0.861 -0.998 -0.465 -0.25
O 7.572 2.451 0.412 -0.24
O 5.013 -2.515 -3.023 -0.26
O 0.935 -4.800 -2.169 -0.26
O 6.344 0.474 0.108 -0.31
O 1.598 4.244 -4.475 -0.25
O -4.861 -2.262 3.576 -0.26
O 6.893 1.116 2.382 -0.31
O -0.801 -1.056 1.995 -0.28
O 3.167 2.757 -3.333 -0.29
O 3.318 -1.161 -4.120 -0.27
O 1.323 -6.871 -0.850 -0.26
O -5.703 0.208 -0.457 -0.27
O 1.174 -4.828 0.282 -0.24
O -3.570 1.110 -1.275 -0.30
O 0.796 0.190 0.874 -0.25
O -5.413 0.493 -2.854 -0.28
O -3.667 -1.460 1.613 -0.29
C -0.211 2.002 -4.654 -0.22
C -0.455 0.736 4.648 0.07
C -2.971 6.464 2.233 0.01
C 0.878 3.252 4.543 0.04
C 1.633 1.966 4.221 -0.36
C 0.893 0.682 4.361 0.02
C 2.161 -3.293 -4.499 -0.06
C -1.139 2.048 5.163 -0.38
C -0.417 3.288 4.807 -0.02
C -0.967 0.647 -4.571 -0.03
C -2.559 5.185 1.592 -0.40
C -2.714 -3.619 2.902 -0.09
C -3.080 3.944 2.244 0.04
C 5.036 2.443 1.152 -0.13
C -3.714 3.999 3.458 0.04
C 6.846 -1.897 0.440 -0.06
C 5.133 0.141 -2.984 -0.12
C 2.292 -3.079 1.624 -0.04
C -5.829 1.379 0.401 -0.23
C -6.198 -3.361 1.173 -0.28
C -6.612 -4.539 0.450 -0.09
C 2.836 2.185 -5.935 -0.08
C 1.352 2.354 -0.218 -0.05
C -1.692 1.063 0.849 -0.12
C -4.135 -1.414 -1.672 -0.11
C -6.484 0.875 1.653 -0.06
C 3.246 -5.175 -1.057 -0.11
C 1.520 0.876 -0.206 -0.22
C 1.320 -3.420 0.523 -0.27
C -3.703 6.562 3.346 0.03
C 2.012 -1.856 -4.113 -0.20
C -4.173 5.295 4.041 -0.39
C 5.742 -0.827 0.668 -0.15
H -6.031 -4.729 -0.447 0.09
H -1.899 -2.951 3.218 0.07
H 1.965 -3.551 2.556 0.09
H -6.568 -5.421 1.099 0.10
H 4.659 2.582 0.167 0.04
H -3.983 7.513 3.779 0.12
H 2.323 -2.033 1.812 0.06
H 5.524 -0.638 1.730 0.11
H 1.560 -2.860 -0.377 0.10
H -2.646 7.324 1.641 0.12
H -1.392 1.770 1.611 0.06
H 5.304 3.503 1.399 0.09
H 3.703 -5.939 -0.400 0.10
H 5.475 0.356 -4.022 0.10
H 1.628 -1.677 -3.131 0.10
H 3.335 -4.219 -0.569 0.03
H -7.479 0.447 1.523 0.09
H -6.575 1.644 2.406 0.08
H 1.387 -0.234 4.113 0.11
H 2.196 2.608 -0.845 0.07
H 1.571 2.804 0.702 0.07
H 2.771 -3.799 -3.792 0.04
H 1.322 0.417 -1.226 0.14
H 1.513 -1.319 -4.880 0.09
H -6.207 -2.483 0.500 0.12
H -2.463 -4.207 2.016 0.09
H 6.472 -2.947 0.474 0.08
H -0.995 -0.190 4.692 0.10
H 1.288 4.258 4.438 0.12
H 3.661 -5.090 -2.038 0.06
H -6.838 -3.151 2.053 0.14
H -0.241 -0.136 -4.822 0.06
H -1.685 1.553 -0.105 0.05
H 3.100 1.106 -5.774 0.07
H 3.224 -3.610 1.319 0.08
H 0.296 -3.111 0.822 0.11
H 6.043 -0.078 -2.360 0.08
H 7.683 -1.732 1.190 0.10
H 4.346 1.998 1.939 0.08
H -1.015 4.164 5.011 0.12
H -7.633 -4.479 0.108 0.09
H -3.967 3.058 3.996 0.13
H -3.097 -4.225 3.695 0.07
H 2.022 2.385 -6.625 0.05
H -3.647 -1.587 -0.710 0.05
H -5.902 0.101 2.124 0.05
H 0.458 2.691 -0.742 0.09
H 0.015 2.293 -5.736 0.12
H -2.724 0.693 1.036 0.07
H -2.761 3.108 1.730 0.05
H -1.365 0.421 -3.578 0.07
H 3.739 2.809 -6.182 0.08
H -3.393 -1.329 -2.436 0.06
H 1.163 -3.759 -4.486 0.09
H 7.302 -1.815 -0.561 0.07
H -4.884 1.944 0.526 0.10
H 2.590 -3.410 -5.481 0.09
H 4.894 -0.873 0.003 0.07
H -5.061 -2.000 -1.885 0.10
H -0.823 2.842 -4.305 0.12
H -6.545 2.069 -0.110 0.13
H 4.730 1.053 -2.549 0.06
H 2.576 0.687 0.036 0.11
H -1.780 0.584 -5.229 0.06

=====

Record 6
61
Properties=species:S:1:pos:R:3:lowdin_charge:R:1 method="wB97M-V/def2-TZVPD" lumo_ev=-6.1 gap_ev=7.901 de_lowest_ev=0.000 total_charge=+2 e_homo_ev=-14.02
Pd -0.097 0.005 0.003 0.80
As 0.071 -3.307 -1.297 0.73
S -0.305 -1.372 -2.040 0.27
N -0.048 -0.193 1.974 0.01
N -0.039 2.264 -0.961 0.13
N 1.933 -0.099 0.310 0.02
N 0.052 4.696 -1.394 -0.19
N -2.104 0.098 0.413 0.03
C -4.707 0.278 1.363 0.00
C -4.419 0.479 0.034 0.01
C -0.252 -4.617 -2.662 -0.23
C -3.663 0.007 2.237 0.02
C -2.382 -0.068 1.742 -0.18
C -2.840 0.630 -1.885 -0.07
C 2.912 0.093 -0.594 -0.28
C 1.307 5.280 -1.880 -0.02
C -3.106 0.390 -0.435 -0.27
C 1.874 -3.577 -0.670 -0.23
C 2.583 0.432 -2.011 -0.05
C 1.181 -0.738 3.902 0.03
C -1.214 -0.296 2.617 -0.18
C -1.223 -0.610 3.967 0.03
C -0.011 -0.820 4.607 0.00
C -1.080 -3.688 0.204 -0.24
C 4.251 -0.008 -0.210 0.01
C -0.001 3.401 -1.184 -0.25
C 4.588 -0.285 1.094 0.00
C 1.131 -0.427 2.554 -0.18
C 2.266 -0.331 1.615 -0.19
C -1.190 5.412 -1.707 -0.02
C 3.573 -0.434 2.029 0.02
H 1.791 1.177 -2.054 0.04
H -3.852 -0.118 3.293 0.12
H -2.113 -3.508 -0.086 0.05
H 1.982 -4.602 -0.316 0.05
H 3.467 0.816 -2.513 0.09
H 3.808 -0.605 3.069 0.12
H -0.812 -3.029 1.029 0.02
H 5.017 0.144 -0.957 0.13
H -5.205 0.713 -0.670 0.13
H 1.314 5.335 -2.970 0.10
H -3.662 1.196 -2.318 0.09
H -1.292 -4.543 -2.971 0.05
H 0.398 -4.412 -3.510 0.05
H -0.952 -4.729 0.499 0.05
H -0.051 -5.611 -2.265 0.05
H -2.030 4.895 -1.252 0.09
H -1.339 5.478 -2.786 0.10
H -5.723 0.350 1.726 0.13
H -2.759 -0.316 -2.418 0.05
H 2.071 -2.885 0.148 0.02
H 2.222 -0.443 -2.548 0.04
H 2.125 -0.925 4.393 0.12
H 2.144 4.677 -1.539 0.09
H -1.127 6.416 -1.289 0.10
H 1.407 6.283 -1.468 0.10
H -1.912 1.176 -2.032 0.03
H 5.625 -0.361 1.392 0.13
H 2.568 -3.398 -1.489 0.05
H 0.003 -1.065 5.660 0.13
H -2.155 -0.705 4.505 0.12

=====

Record 7
18
Properties=species:S:1:pos:R:3:lowdin_charge:R:1 method="wB97M-V/def2-TZVPD" lumo_ev="-5.6 / -5.6" gap_ev="8.039 / 8.039" de_lowest_ev=2.490 total_charge=+1 e_homo_ev="-13.62 / -13.62"
S -3.896 0.599 -0.053 1.09
N -3.397 -0.927 -0.110 -0.25
N 0.587 -1.081 -0.433 0.16
C -1.182 -2.079 0.293 0.24
C -2.286 1.249 0.102 -0.28
C -2.088 -1.014 0.079 -0.40
C 0.762 1.551 0.012 0.01
C 0.165 0.138 0.289 -0.30
C -1.354 0.265 0.253 -0.21
H 0.511 -0.920 -1.422 0.14
H -2.056 2.333 0.093 0.10
H 1.759 1.674 -0.040 0.05
H 0.456 2.309 0.728 0.11
H 1.375 -1.498 0.030 0.14
H -1.286 -2.926 -0.354 0.12
H -0.656 -2.178 1.231 0.12
H 0.475 1.866 -0.900 0.05
H 0.352 -0.216 1.250 0.12

=====

Record 8
62
Properties=species:S:1:pos:R:3:lowdin_charge:R:1 method="wB97M-V/def2-TZVPD" lumo_ev="-6.6 / -9.6" gap_ev="6.617 / 4.330" de_lowest_ev=3.102 total_charge=+2 multiplicity=5 s2=6.107 e_homo_ev="-13.18 / -13.93"
Os 10.403 11.369 5.186 1.58
O 8.266 11.272 9.134 -0.08
N 12.309 10.791 5.028 -0.16
N 8.545 11.733 4.755 -0.20
N 10.365 13.379 5.238 -0.14
N 10.205 9.400 5.459 -0.13
C 8.052 13.006 5.041 -0.16
C 7.642 10.606 4.512 -0.21
C 10.574 11.782 8.541 -0.08
C 11.514 14.203 5.710 -0.17
C 11.348 8.752 5.692 -0.21
C 6.728 15.786 5.653 -0.02
C 9.287 12.360 9.098 -0.24
C 13.872 9.232 5.914 0.02
C 6.692 13.317 5.204 0.04
C 14.354 8.100 6.519 -0.02
C 7.703 9.593 5.631 -0.16
C 12.644 14.424 4.622 -0.17
C 6.148 14.533 5.685 -0.01
C 14.185 12.493 5.457 -0.18
C 12.479 6.445 6.071 0.02
C 11.408 7.335 5.803 0.06
C 13.720 6.860 6.577 -0.02
C 14.025 13.987 5.116 -0.20
C 8.918 8.661 5.531 -0.17
C 9.078 15.357 4.795 0.00
C 9.168 13.981 4.956 -0.18
C 12.529 9.592 5.690 -0.17
C 13.467 11.569 4.476 -0.19
C 8.005 16.117 5.130 -0.01
H 9.040 8.059 6.459 0.14
H 10.431 6.903 5.676 0.10
H 9.532 12.750 10.057 0.11
H 15.288 12.384 5.337 0.13
H 9.970 15.866 4.460 0.13
H 6.023 16.556 5.900 0.12
H 11.283 12.566 8.381 0.06
H 10.900 11.019 9.251 0.10
H 14.130 10.864 4.008 0.11
H 15.230 8.305 7.128 0.14
H 12.316 5.359 6.101 0.14
H 14.692 14.258 4.264 0.14
H 10.286 11.396 7.554 0.00
H 8.904 13.163 8.490 0.10
H 7.376 11.592 9.206 0.07
H 14.320 6.080 7.104 0.14
H 11.258 15.248 5.940 0.12
H 12.329 13.948 3.700 0.09
H 13.883 12.305 6.476 0.11
H 6.049 12.448 5.197 0.10
H 5.191 14.370 6.156 0.12
H 14.683 9.907 5.573 0.13
H 8.183 17.211 5.104 0.14
H 12.757 15.490 4.419 0.12
H 11.913 13.734 6.577 0.08
H 12.978 12.259 3.712 0.12
H 7.920 10.130 3.563 0.13
H 8.809 8.032 4.653 0.14
H 14.345 14.567 5.953 0.11
H 6.590 10.920 4.355 0.12
H 6.776 9.050 5.616 0.12
H 7.782 9.974 6.651 0.11

=====

Record 9
10
Properties=species:S:1:pos:R:3:lowdin_charge:R:1 method="wB97M-V/def2-TZVPD" lumo_ev=-1.2 gap_ev=8.564 de_lowest_ev=2.268 e_homo_ev=-9.77
O -0.604 2.146 0.810 0.17
N -1.038 0.820 -1.078 0.12
N -0.107 0.193 -1.623 0.06
N -0.609 -0.912 1.146 0.04
N -1.469 -0.026 0.993 0.12
C 0.683 -0.858 0.498 -0.07
C -0.968 1.145 0.303 -0.54
C 0.821 -0.433 -0.798 -0.13
H 1.802 -0.635 -1.274 0.11
H 1.490 -1.440 1.024 0.12

=====

Record 10
12
Properties=species:S:1:pos:R:3:lowdin_charge:R:1 method="wB97M-V/def2-TZVPD" lumo_ev=-5.0 gap_ev=10.658 de_lowest_ev=3.401 total_charge=+1 e_homo_ev=-15.70
O -1.136 -0.320 -1.278 0.11
O 1.049 0.014 1.014 -0.02
O 1.534 -0.303 -1.182 0.09
C -1.182 -0.232 0.105 -0.07
C -0.169 0.734 0.665 -0.10
C 1.879 -0.270 -0.044 -0.27
C -0.837 -0.275 -2.333 0.37
H -2.161 0.330 0.408 0.20
H -0.610 0.874 1.588 0.12
H 0.041 1.550 -0.004 0.16
H -1.153 -1.314 0.618 0.23
H 2.745 -0.788 0.442 0.18

=====

What did we get for DFT total energy? Answer: -1050.564955; -1414.422856; -564.567258; -1200.232208; -5963.895483; -3929.621283; -741.369486; -1317.906812; -409.644862; -380.702785 a.u., in the order shown.
What did we get for maximum force? Answer: 2.994; 0.559; 4.643; 0.826; 4.350; 0.573; 3.838; 4.149; 2.075; 6.835 eV Å⁻¹, in the order shown.